The following is a quantum chemistry calculation of the molecule C20H28N2O5, from OMol25.

```
55
Properties=species:S:1:pos:R:3
C -0.53 -4.90 -1.02
H -0.62 -5.97 -1.18
H 0.52 -4.62 -1.07
C -1.13 -4.52 0.33
N -1.05 -3.09 0.57
C 0.13 -2.56 0.99
C 0.30 -1.24 1.24
C -0.82 -0.35 1.03
C -0.73 1.03 1.25
C -1.80 1.85 0.98
C -3.01 1.30 0.48
C -3.10 -0.05 0.28
C -2.01 -0.90 0.55
C -2.17 -2.32 0.30
O -3.19 -2.84 -0.12
H -4.00 -0.52 -0.08
O -4.00 2.20 0.24
C -5.24 1.71 -0.22
H -5.69 1.02 0.50
H -5.14 1.22 -1.19
H -5.88 2.59 -0.33
O -1.79 3.20 1.14
C -0.61 3.80 1.62
H -0.37 3.45 2.63
H 0.24 3.61 0.96
H -0.82 4.87 1.65
H 0.19 1.42 1.64
C 1.62 -0.71 1.68
O 1.78 0.01 2.65
N 2.65 -1.14 0.91
H 2.42 -1.57 0.03
C 3.96 -0.54 1.00
C 4.18 0.53 -0.08
C 3.12 1.64 0.00
O 1.85 1.22 -0.44
C 1.58 1.35 -1.83
C 0.63 0.23 -2.23
H 0.37 0.32 -3.28
H 1.10 -0.74 -2.07
H -0.27 0.28 -1.63
C 0.95 2.72 -2.12
H 0.78 2.84 -3.19
H 1.60 3.52 -1.78
H 0.00 2.80 -1.60
H 2.52 1.26 -2.40
H 2.98 1.94 1.05
H 3.45 2.52 -0.57
H 5.16 0.97 0.06
H 4.14 0.07 -1.07
H 4.72 -1.32 0.91
H 4.02 -0.09 1.99
H 0.93 -3.27 1.15
H -2.19 -4.78 0.35
H -0.61 -5.05 1.14
H -1.07 -4.38 -1.82
```

Summary:
HOMO   -7.68 eV
Total charge   0
Orbital gap   0.307 Ha
SMILES   CCn1cc(C(=O)NCCCOC(C)C)c2cc(OC)c(OC)cc2c1=O

=====

The following is a quantum chemistry calculation of a structure of composition C20H28N2SiZn, from OMol25.

```
52
Properties=species:S:1:pos:R:3
C 1.29 -0.48 -1.52
C 1.36 0.93 -1.36
C 1.92 1.20 -0.07
H 1.07 1.68 -2.11
C 2.27 -0.06 0.52
C 1.84 -1.10 -0.34
H 1.90 -2.18 -0.15
H 0.81 -1.01 -2.35
H 1.91 2.19 0.41
H 2.75 -0.19 1.50
Zn -1.58 1.04 2.49
C -2.39 2.35 1.32
H -1.76 2.88 2.05
H -3.22 1.62 1.34
H -2.90 3.18 0.78
Si -1.88 2.25 -1.69
C -3.64 1.59 -1.88
C -3.84 1.28 -3.26
H -2.96 1.22 -3.95
C -5.16 1.14 -3.76
H -5.36 0.93 -4.82
C -6.25 1.33 -2.89
H -7.28 1.28 -3.23
C -6.02 1.54 -1.52
H -6.86 1.68 -0.85
C -4.74 1.63 -0.97
H -4.71 1.83 0.11
C -1.33 4.03 -1.63
C -1.74 4.76 -2.76
H -2.77 4.64 -3.11
C -0.84 5.63 -3.39
H -1.16 6.09 -4.31
C 0.41 5.93 -2.84
H 1.16 6.53 -3.38
C 0.66 5.43 -1.55
H 1.54 5.76 -1.00
C -0.23 4.56 -0.91
H -0.17 4.38 0.17
H -1.43 1.26 -0.64
H -1.28 1.87 -2.88
N 0.27 0.23 3.04
C 0.33 -1.33 2.93
C -1.06 -1.78 2.57
N -1.60 -0.84 1.54
H 0.30 0.50 4.03
H 1.14 0.60 2.57
H 1.06 -1.57 2.13
H 0.62 -1.72 3.92
H -1.07 -2.73 2.07
H -1.72 -1.78 3.44
H -0.87 -0.74 0.80
H -2.45 -1.14 1.03
```

Summary:
HOMO   -5.88 eV
Total charge   0
Orbital gap   0.164 Ha

=====

The following is a quantum chemistry calculation of a structure of composition C20H28N6P2Sn, from OMol25.

```
57
Properties=species:S:1:pos:R:3
C -1.63 2.82 -2.91
C -1.25 1.52 -2.61
C 0.06 1.12 -3.01
C 1.15 2.13 -3.14
C 0.72 3.48 -3.05
C -0.64 3.79 -3.13
C 2.42 1.59 -3.18
C 2.75 0.29 -2.88
C 1.58 -0.64 -2.82
C 1.73 -1.93 -2.23
C 3.00 -2.49 -2.21
C 4.12 -1.68 -2.36
C 4.00 -0.30 -2.51
H -2.68 3.06 -2.90
H 1.38 4.28 -2.71
H -0.98 4.83 -3.19
H 3.27 2.33 -3.19
H 3.09 -3.56 -2.00
H 5.10 -2.15 -2.19
H 4.84 0.31 -2.15
N 0.35 -0.19 -3.04
Sn 0.99 -0.13 1.92
C -2.17 0.62 -1.75
H -2.11 -0.43 -2.09
H -3.22 0.94 -1.86
C 0.55 -2.64 -1.52
H -0.40 -2.47 -2.04
H 0.74 -3.72 -1.49
P -1.74 0.68 0.09
P 0.35 -2.17 0.26
C 1.66 -3.10 1.14
H 1.59 -2.92 2.23
H 1.54 -4.17 0.93
H 2.65 -2.76 0.80
C -1.17 -3.07 0.77
H -0.94 -4.14 0.86
H -1.55 -2.70 1.73
H -1.95 -2.92 0.00
C -2.27 2.39 0.48
H -3.30 2.59 0.15
H -2.21 2.54 1.56
H -1.59 3.10 -0.01
C -3.23 -0.17 0.80
H -3.19 -0.10 1.89
H -4.17 0.30 0.46
H -3.25 -1.24 0.53
H 0.01 1.06 1.17
H 1.95 1.13 2.40
N -0.44 1.79 6.55
N -0.47 0.74 5.63
N -1.41 -0.25 5.61
C -1.30 -0.70 4.36
N -0.41 0.03 3.62
N 0.05 1.01 4.41
H 0.42 2.31 6.37
H -0.55 1.49 7.51
H -1.84 -1.53 3.95
```

Summary:
HOMO (spin up / spin down)   -12.76 / -12.87 eV
Total charge   +2
Orbital gap (spin up / spin down)   0.148 / 0.191 Ha

=====

The following is a quantum chemistry calculation of the molecule C20H28O2P2, from OMol25.

```
52
Properties=species:S:1:pos:R:3
C 3.04 3.57 -2.25
H 4.02 3.96 -1.97
C 2.57 2.52 -1.25
C 3.53 1.34 -1.18
P 3.06 0.20 0.19
O 3.06 0.84 1.51
C 4.21 -1.23 -0.01
C 4.12 -2.18 1.18
C 4.92 -1.67 2.37
H 4.81 -2.34 3.23
H 5.98 -1.61 2.12
H 4.57 -0.68 2.65
H 4.48 -3.17 0.89
H 3.07 -2.28 1.48
H 3.96 -1.74 -0.94
H 5.23 -0.84 -0.10
C 1.40 -0.47 -0.28
C 0.32 0.29 0.47
P -1.21 0.25 -0.55
O -1.00 0.81 -1.89
C -2.47 1.14 0.42
C -2.94 0.69 1.64
C -3.88 1.43 2.33
C -4.36 2.61 1.80
C -3.90 3.06 0.57
C -2.96 2.32 -0.12
H -2.58 2.64 -1.08
H -4.28 3.98 0.15
H -5.10 3.18 2.34
H -4.25 1.08 3.29
H -2.57 -0.24 2.06
C -1.75 -1.49 -0.59
C -1.59 -2.39 0.45
C -2.05 -3.69 0.33
C -2.68 -4.09 -0.83
C -2.85 -3.20 -1.88
C -2.39 -1.91 -1.76
H -2.49 -1.19 -2.57
H -3.34 -3.52 -2.79
H -3.04 -5.11 -0.92
H -1.91 -4.39 1.14
H -1.09 -2.08 1.36
H 0.59 1.35 0.56
H 0.17 -0.09 1.48
H 1.25 -0.36 -1.36
H 1.35 -1.54 -0.05
H 4.54 1.70 -0.95
H 3.56 0.80 -2.13
H 1.57 2.17 -1.54
H 2.50 2.97 -0.26
H 2.34 4.40 -2.29
H 3.11 3.14 -3.25
```

Summary:
HOMO   -9.49 eV
Total charge   0
Orbital gap   0.374 Ha
SMILES   CCCP(=O)(CCC)CCP(=O)(c1ccccc1)c1ccccc1

=====

The following is a quantum chemistry calculation of a structure of composition C20H29B2Br30N2O7PS, from OMol25.

```
92
Properties=species:S:1:pos:R:3
C 3.27 2.28 1.40
C 3.35 1.90 -0.03
C 3.02 0.37 -0.63
P 4.77 -0.19 -1.15
O 4.79 -1.40 -2.43
O 5.72 -0.90 0.17
S 5.90 1.29 -1.82
C 2.08 -0.58 0.32
B 2.67 -1.27 1.68
C 3.30 -2.82 1.76
O 2.69 -0.50 2.94
C 1.49 -1.71 -0.71
O 1.02 -2.94 -0.53
N 1.55 -0.96 -2.05
C 1.93 0.52 -1.89
C 0.66 1.53 -1.72
C -0.68 0.88 -1.04
O -1.89 1.58 -1.59
C -3.03 0.82 -0.97
O -3.43 1.05 0.30
B 2.54 1.02 -3.36
N 3.00 2.48 -3.57
O 2.68 0.14 -4.55
H 4.11 2.01 2.17
H 2.33 2.91 1.79
H 3.64 2.77 -0.79
H 4.69 -2.28 -1.92
H 6.49 -1.42 -0.26
H 1.32 0.23 0.78
H 2.36 -3.56 1.77
H 3.88 -3.00 0.75
H 3.98 -2.97 2.72
H 1.95 0.19 2.94
H 2.20 -1.55 -2.62
H 0.34 1.85 -2.83
H 0.88 2.53 -1.16
H -0.67 1.16 0.11
H -0.86 -0.25 -1.25
H -3.60 -0.06 -1.52
H 2.74 3.08 -2.75
H 4.05 2.52 -3.70
H 3.57 0.43 -4.96
C -7.27 0.80 0.56
Br -6.12 0.09 1.96
Br -6.74 0.17 -1.20
Br -9.15 0.46 0.91
H -7.14 1.89 0.56
C 9.12 3.51 -0.50
Br 7.38 3.51 0.39
Br 9.04 4.37 -2.24
Br 10.51 4.27 0.63
H 9.38 2.46 -0.67
C -0.68 -5.73 -2.32
Br 0.46 -6.44 -0.92
Br -0.15 -6.36 -4.08
Br -2.56 -6.08 -1.96
H -0.55 -4.64 -2.31
C -0.15 -3.46 3.96
Br -0.81 -1.65 3.72
Br 0.21 -4.33 2.25
Br 1.40 -3.52 5.14
H -0.94 -4.03 4.44
C 0.17 1.83 5.39
Br 1.35 2.12 3.87
Br 1.11 1.95 7.08
Br -1.38 3.00 5.33
H -0.21 0.80 5.30
C -11.31 3.67 0.52
Br -13.05 3.68 1.40
Br -11.39 4.54 -1.22
Br -9.92 4.43 1.65
H -11.05 2.62 0.34
C -6.29 -5.59 -4.24
Br -5.14 -6.29 -5.65
Br -6.49 -6.85 -2.77
Br -5.70 -3.85 -3.63
H -7.29 -5.46 -4.68
C -7.76 5.17 -3.64
Br -7.19 6.81 -2.77
Br -7.68 3.64 -2.44
Br -9.52 5.36 -4.45
H -7.06 4.97 -4.46
C 11.93 2.12 4.09
Br 10.11 1.98 3.41
Br 12.99 0.54 3.67
Br 12.80 3.75 3.50
H 11.86 2.17 5.19
C -6.05 -3.81 2.25
Br -4.31 -3.75 3.12
Br -5.88 -3.80 0.31
Br -7.12 -5.31 2.87
H -6.58 -2.90 2.53
```

Summary:
HOMO   -8.42 eV
Total charge   0
Orbital gap   0.255 Ha

=====

The following is a quantum chemistry calculation of a structure of composition C20H29B2Cl2F4N10O5SSeZr, from OMol25.

```
75
Properties=species:S:1:pos:R:3
Zr 0.41 -0.69 -0.02
C -2.17 -0.96 3.72
C -1.58 -0.72 2.38
N -0.42 -1.10 2.01
O 0.40 -1.85 2.76
B 0.93 -3.02 1.90
F 1.10 -4.07 2.71
F -0.10 -3.16 0.90
O 2.19 -2.79 1.09
N 1.85 -2.36 -0.17
C 1.82 -3.19 -1.15
C 2.38 -4.57 -1.12
C 0.91 -2.76 -2.26
N 0.01 -1.96 -1.83
O -1.00 -1.55 -2.63
B -2.30 -1.31 -1.82
F -2.36 -2.30 -0.84
F -3.30 -1.29 -2.73
O -2.31 0.04 -1.10
N -1.70 -0.01 0.14
C -2.40 -0.27 1.19
C -3.87 -0.36 1.21
C 0.91 -3.36 -3.63
H -1.41 -1.34 4.39
H -2.98 -1.68 3.66
H -2.58 -0.03 4.13
H 2.87 -4.75 -0.17
H 3.08 -4.70 -1.94
H 1.57 -5.29 -1.25
H -4.30 0.10 0.32
H -4.27 0.10 2.12
H -4.15 -1.41 1.22
H 1.87 -3.81 -3.87
H 0.66 -2.59 -4.36
H 0.13 -4.12 -3.69
N -0.23 2.58 0.75
N 0.34 3.71 1.37
C 1.57 4.15 1.00
N 1.95 5.27 1.65
S 2.52 3.47 -0.18
H -0.59 2.81 -0.18
H -1.00 2.29 1.35
H -0.30 4.42 1.69
H 1.56 5.49 2.56
H 2.89 5.60 1.47
Cl -0.60 5.31 -1.23
C -1.74 4.79 -2.44
C -2.61 5.72 -2.97
C -3.53 5.32 -3.93
C -3.56 4.01 -4.36
C -2.67 3.09 -3.82
Cl -2.69 1.46 -4.40
C -1.75 3.45 -2.83
N -0.86 2.51 -2.25
H -2.56 6.75 -2.64
H -4.21 6.05 -4.35
H -4.27 3.68 -5.11
C 3.63 0.60 -2.11
N 2.62 1.48 -2.72
C 3.15 2.53 -3.58
C 1.37 1.49 -2.32
C 0.45 2.53 -2.88
O 0.93 0.58 -1.55
H 4.35 1.22 -1.58
H 4.13 0.04 -2.89
H 3.16 -0.07 -1.40
H 4.11 2.20 -3.97
H 3.29 3.45 -3.01
H 2.49 2.72 -4.42
H 0.39 2.36 -3.97
H 0.91 3.51 -2.72
H -1.27 1.58 -2.29
Se 4.11 1.09 2.74
C 2.80 0.55 1.77
N 1.90 0.18 1.10
```

Summary:
HOMO   -10.60 eV
Total charge   +1
Orbital gap   0.242 Ha

=====

no.,molar mass (g mol⁻¹)
1,376.45
2,389.93
3,533.14
4,362.39
5,2891.24
6,860.29